No. 1
Entry from the OMol25 dataset: one molecule with the formula C6H10O (the ωB97M-V functional and the def2-TZVPD basis).

The LUMO energy comes out at 0.826 eV. The value obtained for the HOMO energy is -8.537 eV. The orbital gap comes out at 9.36 eV. The value obtained for the relative energy (zero: lowest compared OMol25 entry of this formula, charge and spin) is 1.7070 eV. The largest force on an atom is 0.5 eV Å⁻¹. Its SMILES is CC=C=C(O)CC.

Cartesian coordinates (Å):
1 C -2.445 -0.025 -0.986
2 C -1.801 1.165 -0.288
3 C -0.699 0.850 0.346
4 C 0.150 -0.138 0.586
5 O 0.083 -0.967 1.668
6 C 1.345 -0.425 -0.267
7 C 2.621 0.075 0.407
8 H -2.917 -0.701 -0.262
9 H -1.613 -0.616 -1.377
10 H -3.153 0.221 -1.783
11 H -2.232 2.167 -0.300
12 H -0.717 -0.761 2.172
13 H 1.387 -1.510 -0.420
14 H 1.201 0.047 -1.245
15 H 3.506 -0.132 -0.201
16 H 2.741 -0.408 1.381
17 H 2.544 1.155 0.567



No. 2
Entry from the OMol25 dataset: one molecule with the formula C6H10O (the ωB97M-V functional and the def2-TZVPD basis).

The LUMO energy comes out at -0.003 eV. The value obtained for the HOMO energy is -8.839 eV. The orbital gap comes out at 8.84 eV. The value obtained for the relative energy (zero: lowest compared OMol25 entry of this formula, charge and spin) is 3.1817 eV. The largest force on an atom is 0.3 eV Å⁻¹.

Cartesian coordinates (Å):
1 C 1.572 -1.586 0.903
2 C 0.276 -0.949 0.394
3 O -0.038 0.268 1.092
4 C -0.475 1.168 0.081
5 C 0.455 0.803 -1.082
6 C 0.514 -0.681 -1.051
7 C -1.930 0.898 -0.305
8 H 1.652 -2.596 0.495
9 H 2.442 -1.010 0.569
10 H 1.575 -1.624 1.994
11 H -0.552 -1.661 0.534
12 H -0.356 2.187 0.462
13 H 0.257 1.263 -2.053
14 H 1.497 1.061 -0.804
15 H -2.055 -0.151 -0.606
16 H -2.603 1.093 0.534
17 H -2.231 1.517 -1.157



No. 3
Entry from the OMol25 dataset: a 2-piece molecular cluster, C6H10O overall (the ωB97M-V functional and the def2-TZVPD basis).

The LUMO energy comes out at 0.967 eV. The value obtained for the HOMO energy is -8.856 eV. The orbital gap comes out at 9.82 eV. The value obtained for the relative energy (zero: lowest compared OMol25 entry of this formula, charge and spin) is 3.1991 eV. The largest force on an atom is 0.4 eV Å⁻¹. Its SMILES is C=C1[C@H]2C[C@H]2[C@H]1O.[H][H].

Cartesian coordinates (Å):
1 C 2.095 0.206 0.161
2 C 0.781 0.148 0.362
3 C -0.097 -1.039 0.485
4 C -1.513 -0.792 0.921
5 C -1.114 -0.283 -0.413
6 C -0.318 1.017 -0.245
7 O -0.985 1.942 0.586
8 H 2.731 -0.657 0.349
9 H 2.562 1.078 -0.292
10 H 0.283 -2.053 0.402
11 H -1.789 -0.095 1.706
12 H -2.106 -1.703 0.880
13 H -1.554 -0.610 -1.349
14 H 0.001 1.486 -1.185
15 H -0.316 2.493 1.011
16 H 1.209 -0.731 -2.022
17 H 0.561 -1.020 -2.247



No. 4
Entry from the OMol25 dataset: a 3-piece molecular cluster, C6H10O overall at a distorted geometry (the ωB97M-V functional and the def2-TZVPD basis).

The LUMO energy comes out at 0.439 eV. The value obtained for the HOMO energy is -8.505 eV. The orbital gap comes out at 8.94 eV. The value obtained for the relative energy (zero: lowest compared OMol25 entry of this formula, charge and spin) is 2.8754 eV. The largest force on an atom is 3.4 eV Å⁻¹.

Cartesian coordinates (Å):
1 C 0.421 0.722 1.706
2 C -0.387 0.182 0.547
3 O -1.733 0.347 0.950
4 C -0.077 -1.264 0.138
5 C -0.283 -1.415 -1.202
6 C -0.297 -0.120 -1.785
7 C -0.106 0.838 -0.818
8 H 0.150 1.768 1.863
9 H 1.490 0.681 1.517
10 H 0.213 0.169 2.626
11 H -2.270 0.043 0.197
12 H 1.815 -0.168 -0.366
13 H -0.066 -2.071 0.859
14 H -0.281 -2.354 -1.743
15 H -0.315 0.077 -2.847
16 H -0.126 1.916 -0.956
17 H 1.972 0.658 -0.687



No. 5
Entry from the OMol25 dataset: one molecule with the formula C6H10O (the ωB97M-V functional and the def2-TZVPD basis).

The LUMO energy comes out at 0.968 eV. The value obtained for the HOMO energy is -9.483 eV. The orbital gap comes out at 10.45 eV. The value obtained for the relative energy (zero: lowest compared OMol25 entry of this formula, charge and spin) is 0.1133 eV. The largest force on an atom is 0.4 eV Å⁻¹. Its SMILES is O[C@@H]1C=CCCC1.

Cartesian coordinates (Å):
1 O 1.859 -0.817 1.161
2 C 1.353 -0.426 -0.113
3 C 1.110 1.070 -0.237
4 C -0.107 1.617 -0.232
5 C -1.381 0.846 -0.003
6 C -1.156 -0.658 0.230
7 C 0.089 -1.203 -0.487
8 H 1.113 -0.871 1.772
9 H 2.166 -0.686 -0.801
10 H 1.993 1.694 -0.373
11 H -0.235 2.691 -0.385
12 H -2.069 1.015 -0.843
13 H -1.883 1.288 0.870
14 H -1.066 -0.848 1.309
15 H -2.036 -1.224 -0.096
16 H 0.225 -2.260 -0.230
17 H -0.044 -1.149 -1.575



No. 6
Entry from the OMol25 dataset: one molecule with the formula C6H10O (the ωB97M-V functional and the def2-TZVPD basis).

The LUMO energy comes out at 1.078 eV. The value obtained for the HOMO energy is -9.170 eV. The orbital gap comes out at 10.25 eV. The value obtained for the relative energy (zero: lowest compared OMol25 entry of this formula, charge and spin) is 0.8118 eV. The largest force on an atom is 0.3 eV Å⁻¹. Its SMILES is C1=CCOCCC1.

Cartesian coordinates (Å):
1 C 0.396 1.505 -0.415
2 C 1.502 0.881 -0.014
3 C 1.509 -0.533 0.527
4 O 0.908 -1.430 -0.389
5 C -0.513 -1.490 -0.394
6 C -1.254 -0.364 0.325
7 C -1.029 1.043 -0.248
8 H 0.503 2.468 -0.912
9 H 2.463 1.371 -0.169
10 H 1.033 -0.596 1.516
11 H 2.537 -0.880 0.663
12 H -0.815 -2.451 0.050
13 H -0.829 -1.513 -1.447
14 H -1.012 -0.382 1.393
15 H -2.325 -0.602 0.267
16 H -1.549 1.136 -1.211
17 H -1.521 1.767 0.418



No. 7
Entry from the OMol25 dataset: one molecule with the formula C6H10O at a distorted geometry (the ωB97M-V functional and the def2-TZVPD basis).

The LUMO energy comes out at 1.123 eV. The value obtained for the HOMO energy is -9.069 eV. The orbital gap comes out at 10.19 eV. The value obtained for the relative energy (zero: lowest compared OMol25 entry of this formula, charge and spin) is 2.3173 eV. The largest force on an atom is 1.7 eV Å⁻¹. Its SMILES is C[C@H]1OC[C@H]2C[C@H]21.

Cartesian coordinates (Å):
1 C -1.975 -0.547 0.242
2 C -0.891 0.108 -0.577
3 O -0.488 1.355 -0.020
4 C 0.875 1.450 -0.382
5 C 1.487 0.130 -0.055
6 C 1.097 -0.613 1.143
7 C 0.400 -0.757 -0.520
8 H -2.801 0.133 0.449
9 H -1.528 -0.895 1.174
10 H -2.345 -1.424 -0.301
11 H -1.298 0.332 -1.593
12 H 0.942 1.310 -1.478
13 H 1.296 2.348 0.076
14 H 2.489 -0.061 -0.416
15 H 0.357 -0.212 1.836
16 H 1.916 -1.111 1.707
17 H 0.468 -1.545 -1.286



No. 8
Entry from the OMol25 dataset: one molecule with the formula C6H10O2 at a distorted geometry (the ωB97M-V functional and the def2-TZVPD basis).

The LUMO energy comes out at 0.725 eV. The value obtained for the HOMO energy is -9.310 eV. The orbital gap comes out at 10.04 eV. The value obtained for the relative energy (zero: lowest compared OMol25 entry of this formula, charge and spin) is 4.4825 eV. The largest force on an atom is 6.2 eV Å⁻¹. Its SMILES is O[C@@H]1CC[C@@H]2C[C@@]21O.

Cartesian coordinates (Å):
1 O -1.707 1.153 -0.110
2 C -1.098 -0.031 -0.075
3 C -0.823 -0.585 1.404
4 C 0.796 -0.516 1.596
5 C 1.349 -0.323 0.168
6 C 1.237 1.093 -0.526
7 C 0.181 -0.042 -0.652
8 O 0.302 -0.751 -1.815
9 H -2.634 1.382 0.092
10 H -1.632 -0.825 -0.728
11 H -1.526 -0.173 2.215
12 H -1.087 -1.652 1.537
13 H 1.172 -1.717 1.755
14 H 1.313 0.067 2.555
15 H 2.241 -0.886 0.215
16 H 2.151 1.090 -1.317
17 H 1.347 2.027 0.101
18 H 0.046 -0.110 -2.517



No. 9
Entry from the OMol25 dataset: a 2-piece molecular cluster, C6H10O2 overall at a distorted geometry (the ωB97M-V functional and the def2-TZVPD basis).

The LUMO energy (alpha / beta) comes out at 0.565 / 0.411 eV. The value obtained for the HOMO energy (alpha / beta) is -7.069 / -7.240 eV. The orbital gap (alpha / beta) comes out at 7.63 / 7.65 eV. The value obtained for the relative energy (zero: lowest compared OMol25 entry of this formula, charge and spin) is 7.9932 eV. The largest force on an atom is 4.3 eV Å⁻¹.

Cartesian coordinates (Å):
1 C 0.486 -0.446 0.571
2 C -1.636 -0.482 -0.746
3 C 0.962 0.941 0.532
4 C 3.000 -0.603 0.113
5 C -3.770 0.229 -0.052
6 C 1.594 -0.084 -0.341
7 O 1.427 0.037 -1.695
8 O -2.321 0.146 0.007
9 H 1.402 1.146 1.434
10 H 0.350 1.814 0.275
11 H 0.315 -1.291 1.259
12 H 3.274 -1.499 -0.508
13 H 3.702 0.150 -0.020
14 H 2.864 -0.898 1.247
15 H -3.935 -0.306 -0.912
16 H -4.001 1.311 -0.153
17 H -4.193 -0.248 0.912
18 H 0.479 0.082 -1.922



No. 10
Entry from the OMol25 dataset: a 2-piece molecular cluster, C6H10O2 overall at a distorted geometry (the ωB97M-V functional and the def2-TZVPD basis).

The LUMO energy comes out at 0.456 eV. The value obtained for the HOMO energy is -7.866 eV. The orbital gap comes out at 8.32 eV. The value obtained for the relative energy (zero: lowest compared OMol25 entry of this formula, charge and spin) is 5.2244 eV. The largest force on an atom is 4.4 eV Å⁻¹. Its SMILES is CC(C)=CO.C#CO.

Cartesian coordinates (Å):
1 C -1.341 0.456 1.100
2 C -0.493 -0.058 -0.055
3 C -1.092 -1.285 -0.713
4 C 0.005 0.910 -0.936
5 O 0.127 2.228 -0.681
6 H -1.974 1.306 0.832
7 H -0.735 0.768 1.953
8 H -2.039 -0.299 1.453
9 H -1.093 -2.099 0.014
10 H -2.124 -1.126 -1.029
11 H -0.485 -1.606 -1.557
12 H 0.497 0.626 -1.855
13 H -0.369 2.457 0.116
14 C 2.428 -1.520 0.410
15 C 1.833 -0.437 0.374
16 O 2.250 0.889 0.374
17 H 2.384 -2.542 0.695
18 H 2.221 1.331 -0.493